# 1
C34H50AsBr4CrGe2N2O2Si | the ωB97M-V functional and the def2-TZVPD basis

Computed properties:
Molecular weight   1138.63 g/mol
<S²>   3.782
Multiplicity   4
Energy relative to the best compared isomer or geometry (same formula, charge and spin)   0.0 kcal/mol
E_LUMO (spin up / spin down)   -0.2 / 0.1 eV

The geometry in XYZ format:
```
97
Properties=species:S:1:pos:R:3:forces:R:3
Cr 0.482 2.643 -0.336 -0.459 -0.759 0.434
C 2.088 2.631 3.095 -0.521 -0.218 -0.259
C 0.575 2.376 2.892 0.085 0.170 0.975
C -0.300 2.045 3.964 0.511 0.219 -2.118
C -1.634 1.854 3.670 -0.797 0.332 -2.160
C -2.163 1.990 2.345 0.834 0.123 1.115
C -1.252 2.331 1.354 0.121 0.002 0.567
N 0.063 2.559 1.675 -0.380 -0.433 -0.215
N -1.467 2.450 0.000 0.664 0.509 -0.158
Si -2.933 3.050 -0.686 -0.591 0.845 -1.024
C -4.169 1.677 -0.826 0.022 -1.507 0.463
C -2.621 3.909 -2.390 0.302 -1.125 0.075
C -3.563 4.482 0.318 0.580 -0.408 0.650
H 2.295 3.669 2.775 0.063 -0.440 0.280
H 2.671 1.968 2.446 -0.335 0.155 0.029
H 2.500 2.426 4.103 -0.803 0.362 -0.335
H 0.106 1.944 4.930 0.247 -0.155 1.016
H -2.350 1.597 4.403 -0.431 -0.223 0.986
H -3.219 1.905 2.072 0.387 -0.238 0.451
H -4.067 1.195 -1.812 -0.109 0.037 0.270
H -5.215 1.952 -0.690 0.010 0.221 -0.123
H -3.969 0.865 -0.059 -0.094 0.860 -0.821
H -2.363 3.209 -3.219 0.150 0.481 0.575
H -1.862 4.672 -2.247 0.648 -0.128 -0.042
H -3.435 4.509 -2.771 -0.772 -0.118 0.186
H -3.444 4.318 1.384 0.084 -0.035 0.294
H -4.586 4.759 0.179 -0.655 0.129 -0.413
H -2.920 5.310 0.058 0.123 0.520 -0.031
Br 6.649 5.270 0.558 -0.147 -0.302 0.084
C 5.208 4.045 0.431 0.310 -0.802 -0.181
C 5.381 2.664 0.646 -0.244 1.192 -0.132
Br 7.039 1.987 1.245 -0.189 0.092 -0.165
C 4.267 1.829 0.456 1.800 -0.882 0.754
Br 4.469 -0.045 0.711 -0.231 0.231 -0.114
C 3.028 2.307 0.175 -0.452 0.217 -0.988
O 1.982 1.505 -0.001 -0.201 0.631 -0.199
C 2.864 3.695 -0.054 -0.757 -0.757 0.230
O 1.601 4.116 -0.309 1.084 -0.143 -0.074
C 3.949 4.521 0.035 0.447 -0.358 0.556
Br 3.584 6.298 -0.187 -0.131 1.509 -0.298
C -2.933 -2.039 3.038 1.330 1.198 -0.115
C -3.378 -1.958 1.584 -0.587 0.581 0.033
Ge -2.183 -2.477 0.116 -0.111 2.443 -0.301
C -3.162 -2.030 -1.587 1.478 -1.994 -1.256
C -4.628 -2.245 -1.397 -1.993 1.004 0.964
C -1.557 -4.230 0.209 -3.034 -1.880 0.006
C -0.257 -4.269 0.295 1.221 1.546 -0.694
Ge 0.283 -2.320 0.244 -0.257 -0.601 0.370
C 1.517 -1.974 1.731 -2.320 0.556 0.845
C 1.013 -2.382 3.137 -0.156 0.580 -0.273
C 1.229 -1.676 -1.332 1.162 -0.752 -0.946
C 0.701 -2.317 -2.631 -0.285 -0.186 1.028
C 0.563 -5.430 0.378 1.139 -0.605 1.516
C 1.788 -5.241 1.048 -0.282 -0.826 -1.485
C 2.687 -6.291 1.147 -0.683 0.042 0.525
C 2.235 -7.557 0.812 0.218 -0.748 -1.152
C 0.976 -7.772 0.203 0.178 -0.924 1.041
C 0.124 -6.705 0.025 -0.343 0.408 -0.421
H -3.769 -1.995 3.708 -0.509 -0.048 0.382
H -2.303 -1.131 3.256 -0.482 -0.775 -0.099
H -2.309 -2.883 3.317 -0.047 -0.343 -0.206
H -3.754 -0.933 1.427 0.402 -0.072 -0.183
H -4.295 -2.511 1.412 -0.153 -0.599 0.143
H -2.775 -2.798 -2.355 -0.420 0.913 1.059
H -2.945 -1.095 -2.089 0.149 0.477 0.451
H -4.902 -3.298 -1.223 0.209 0.281 -0.076
H -5.254 -1.881 -2.268 0.636 -0.313 0.987
H -4.944 -1.684 -0.437 0.008 -0.703 -1.704
H -2.244 -5.099 0.243 0.614 0.118 -0.015
H 1.538 -0.904 1.742 0.684 0.839 -0.155
H 2.418 -2.369 1.337 1.170 -0.278 0.222
H 0.123 -1.759 3.401 0.701 -0.371 -0.229
H 1.767 -2.224 3.918 -0.094 -0.061 -0.169
H 0.672 -3.406 3.182 0.008 -0.482 0.039
H 2.336 -1.906 -1.283 -1.076 0.442 0.276
H 1.118 -0.592 -1.345 0.073 0.092 0.034
H 1.147 -3.265 -2.833 0.328 -1.011 0.402
H 0.962 -1.804 -3.515 0.020 1.225 -1.006
H -0.370 -2.496 -2.584 -0.253 0.181 -0.220
H 2.018 -4.249 1.365 0.336 0.255 0.164
H 3.672 -6.103 1.550 0.067 -0.260 0.098
H 2.922 -8.404 0.884 -0.252 0.190 0.142
H 0.621 -8.814 0.027 0.468 0.956 -0.075
H -0.902 -6.783 -0.374 0.732 -0.260 0.067
C 1.711 4.207 -3.558 -0.416 0.200 1.437
As 1.126 2.522 -2.834 0.545 -0.090 0.671
C 0.300 1.773 -4.373 -1.258 -0.892 -0.149
C 2.852 1.614 -2.982 -0.519 -0.396 1.466
H 2.663 4.491 -3.097 -0.213 -0.012 -0.369
H 0.952 4.947 -3.335 0.026 0.292 0.008
H 1.717 4.012 -4.594 0.544 0.198 -1.333
H -0.127 0.803 -4.098 0.208 -0.053 -0.005
H 1.021 1.609 -5.156 0.325 0.063 -0.315
H -0.556 2.328 -4.757 0.197 0.353 0.067
H 3.237 1.986 -3.887 0.486 -0.103 -1.576
H 2.721 0.511 -2.919 0.334 0.851 -0.118
H 3.550 2.008 -2.230 -0.423 -0.455 0.065
```
Forces are in eV/Å.



# 2
C34H50AsBrMgN2O7S5Si | the ωB97M-V functional and the def2-TZVPD basis

Computed properties:
Molecular weight   966.33 g/mol
Energy relative to the best compared isomer or geometry (same formula, charge and spin)   27.2 kcal/mol
E_LUMO   3.7 eV
Net charge   -2

The geometry in XYZ format:
```
102
Properties=species:S:1:pos:R:3:forces:R:3
Mg 0.332 0.655 0.207 -0.216 0.240 -0.704
O 2.946 4.609 2.758 -0.025 0.060 -0.095
C 1.782 4.522 3.458 -0.009 -0.010 0.010
C 1.609 5.418 4.507 -0.030 0.048 0.086
C 0.441 5.391 5.259 0.000 -0.088 -0.085
C -0.563 4.476 4.958 0.098 0.021 -0.011
C -0.378 3.587 3.904 0.009 0.074 0.104
C 0.787 3.585 3.153 -0.020 -0.050 0.105
C 0.917 2.625 1.980 -0.058 -0.266 0.055
O -0.079 1.726 1.862 0.309 0.261 0.336
N 2.275 1.962 2.122 -0.122 0.289 -0.239
N 2.468 0.956 1.247 -0.122 -0.020 0.122
C 3.460 0.181 1.404 0.185 -0.246 -0.247
C 3.790 -0.900 0.471 -0.663 0.390 0.208
Br 2.472 -1.409 -0.787 0.147 0.255 0.103
C 4.926 -1.588 0.464 0.847 -0.227 0.147
C 6.167 -1.263 1.205 -0.197 -0.088 -0.072
C 6.568 0.045 1.491 0.104 0.115 -0.031
C 7.760 0.297 2.162 -0.122 -0.023 -0.063
C 8.582 -0.749 2.558 -0.072 -0.024 -0.043
C 8.214 -2.052 2.250 -0.086 -0.016 -0.049
C 7.027 -2.300 1.573 0.072 -0.136 0.102
H 2.951 3.926 2.065 0.018 -0.058 0.067
H 2.395 6.140 4.708 -0.083 -0.099 -0.015
H 0.316 6.094 6.074 -0.012 0.006 -0.012
H -1.483 4.463 5.531 0.038 0.003 -0.031
H -1.146 2.878 3.619 0.026 0.006 -0.012
H 1.010 3.238 1.069 0.053 0.005 -0.139
H 2.585 1.776 3.069 -0.049 -0.132 0.161
H 4.116 0.293 2.263 0.158 0.001 0.104
H 4.962 -2.477 -0.157 0.134 0.098 -0.038
H 5.961 0.874 1.148 0.056 -0.038 0.033
H 8.053 1.322 2.360 -0.038 -0.022 0.007
H 9.506 -0.550 3.088 0.000 0.000 -0.019
H 8.854 -2.878 2.535 -0.023 0.005 -0.012
H 6.747 -3.320 1.328 0.033 0.067 0.036
S 0.591 7.356 -3.867 0.006 -0.042 0.002
C 0.458 5.886 -3.059 -0.049 -0.061 0.054
S 1.744 4.797 -2.812 0.238 -0.140 -0.020
C 0.913 3.535 -1.924 0.358 -0.187 -0.106
C -0.402 3.765 -1.690 -0.310 0.080 0.063
S -1.513 2.752 -0.836 -0.050 0.216 0.032
S -0.981 5.284 -2.369 -0.250 -0.009 0.105
S 1.847 2.134 -1.440 -0.035 0.195 -0.054
C -1.830 -2.411 2.716 0.024 -0.047 -0.136
As -0.994 -0.675 2.510 0.314 -0.556 0.245
C -0.627 -0.181 4.332 -0.021 0.206 0.041
C -2.529 0.314 1.907 0.196 0.153 -0.221
O 0.451 -0.936 1.706 -0.588 0.221 0.128
H -2.584 -2.399 3.504 0.002 0.029 0.032
H -1.066 -3.154 2.931 0.034 -0.035 0.038
H -2.305 -2.646 1.765 -0.020 -0.053 -0.065
H -1.547 -0.034 4.901 0.018 -0.031 -0.034
H -0.055 0.743 4.307 0.006 0.026 0.029
H -0.035 -0.978 4.772 0.045 -0.074 0.071
H -3.315 0.103 2.633 -0.039 -0.012 0.042
H -2.792 -0.079 0.928 -0.006 -0.005 0.005
H -2.307 1.376 1.835 0.028 -0.008 -0.015
C -2.315 -0.498 -5.182 0.020 -0.132 0.078
C -2.099 0.435 -3.990 0.159 0.050 0.117
C -0.623 0.784 -3.831 0.070 -0.144 0.153
C -2.909 1.708 -4.153 -0.173 0.188 0.082
O -2.606 -0.207 -2.810 0.024 -0.189 -0.166
Si -1.883 -1.198 -1.714 0.160 0.125 -0.047
O -0.903 -0.569 -0.668 0.046 0.007 -0.016
O -3.161 -1.908 -0.896 -0.129 -0.104 -0.050
C -4.567 -1.883 -1.113 0.131 0.131 -0.133
C -5.140 -2.989 -0.239 -0.015 -0.120 0.081
C -5.116 -0.526 -0.676 0.010 0.106 0.022
C -4.940 -2.140 -2.577 0.124 0.044 -0.033
O -1.145 -2.384 -2.632 -0.180 -0.260 -0.077
C -0.665 -3.677 -2.283 0.053 0.221 0.160
C -1.762 -4.707 -2.536 -0.134 0.032 -0.070
C -0.227 -3.742 -0.819 0.032 0.134 -0.001
C 0.521 -3.950 -3.197 0.142 0.007 -0.084
H -1.882 -0.063 -6.089 -0.057 -0.022 0.070
H -3.385 -0.668 -5.347 0.085 0.007 0.010
H -1.834 -1.461 -4.982 -0.022 0.077 -0.047
H -0.280 1.365 -4.691 0.020 -0.038 0.009
H -0.014 -0.127 -3.754 -0.068 0.133 -0.024
H -0.465 1.378 -2.925 -0.070 -0.128 -0.194
H -2.573 2.272 -5.031 -0.050 -0.058 0.073
H -2.788 2.326 -3.257 0.022 -0.047 -0.128
H -3.972 1.463 -4.268 0.069 0.026 -0.027
H -4.803 -2.852 0.793 -0.040 -0.010 -0.054
H -4.794 -3.967 -0.588 -0.016 0.063 0.032
H -6.234 -2.973 -0.262 0.036 -0.017 0.013
H -5.003 -0.398 0.405 -0.023 -0.012 -0.080
H -6.178 -0.441 -0.930 0.058 0.009 0.036
H -4.564 0.274 -1.176 -0.070 -0.059 0.007
H -4.452 -3.047 -2.942 -0.003 0.000 0.036
H -4.621 -1.304 -3.204 -0.048 -0.114 0.092
H -6.024 -2.264 -2.662 0.002 -0.008 -0.012
H -2.610 -4.502 -1.879 -0.001 -0.019 -0.038
H -1.397 -5.722 -2.340 -0.030 0.087 -0.012
H -2.100 -4.643 -3.575 0.010 -0.018 0.077
H -1.092 -3.587 -0.172 -0.006 -0.006 0.065
H 0.499 -2.957 -0.589 -0.310 -0.281 0.005
H 0.211 -4.722 -0.596 -0.027 0.061 -0.020
H 0.212 -3.844 -4.241 0.043 -0.006 0.060
H 0.910 -4.963 -3.041 -0.014 0.101 -0.014
H 1.319 -3.229 -2.997 -0.069 -0.083 -0.055
```
Forces are in eV/Å.



# 3
C34H50N12O3RuS3 | the ωB97M-V functional and the def2-TZVPD basis

Computed properties:
Molecular weight   872.13 g/mol
Energy relative to the best compared isomer or geometry (same formula, charge and spin)   63.4 kcal/mol
E_LUMO (spin up / spin down)   0.2 / 0.2 eV

The geometry in XYZ format:
```
103
Properties=species:S:1:pos:R:3:forces:R:3
Ru 0.824 -1.509 0.418 2.761 -0.400 1.683
N 3.602 -1.979 2.973 0.329 -0.146 0.423
C 2.321 -1.938 3.450 -1.163 0.073 -0.014
N 1.995 -2.000 4.740 1.018 -0.109 -0.389
N 0.674 -1.921 4.758 -0.645 -0.152 0.358
N 0.206 -1.826 3.566 -0.385 0.057 0.317
N 1.217 -1.834 2.690 0.395 0.247 -1.138
C 3.922 -1.635 1.692 -0.278 0.277 -1.061
N 5.158 -1.522 1.216 -0.259 -0.300 1.074
N 5.000 -1.178 -0.054 0.350 0.296 -0.883
N 3.754 -1.081 -0.354 0.291 0.268 -0.774
N 3.026 -1.359 0.724 -1.371 -0.575 -0.219
H 4.345 -1.994 3.654 -0.050 0.019 -0.085
C -2.658 -0.029 -5.061 -0.071 0.233 -0.128
C -3.452 1.118 -4.444 0.016 -0.205 0.110
C -3.417 1.141 -2.914 0.227 0.246 -0.242
C -2.030 1.396 -2.327 -0.208 0.391 0.193
N -1.231 0.193 -2.412 0.214 0.013 0.344
C 0.073 -0.024 -2.207 0.267 0.275 -1.015
S 0.533 -1.666 -2.086 0.227 -0.498 1.149
N 1.059 0.869 -2.279 -0.204 -0.254 0.209
C 0.997 2.316 -2.339 -0.354 0.317 -0.255
C 0.886 2.860 -3.775 0.259 0.125 0.228
C 2.236 3.015 -4.476 -0.203 -0.188 -0.077
C 2.913 1.684 -4.777 0.026 0.242 -0.002
H -2.744 -0.005 -6.146 -0.014 -0.066 -0.070
H -3.036 -0.988 -4.711 0.012 -0.163 0.027
H -1.604 0.035 -4.805 0.066 -0.059 -0.060
H -4.495 1.036 -4.762 0.006 0.076 -0.014
H -3.074 2.068 -4.827 -0.026 0.096 -0.005
H -3.799 0.194 -2.528 -0.116 -0.094 0.154
H -4.080 1.933 -2.562 -0.034 -0.049 0.096
H -2.120 1.683 -1.270 -0.010 0.089 -0.127
H -1.552 2.208 -2.877 -0.029 0.015 0.037
H -1.778 -0.648 -2.268 0.264 -0.003 0.000
H 1.963 0.462 -2.057 -0.205 -0.047 -0.005
H 1.911 2.698 -1.880 -0.064 -0.044 0.083
H 0.161 2.675 -1.733 0.189 -0.042 -0.005
H 0.407 3.841 -3.726 -0.101 -0.001 -0.005
H 0.250 2.200 -4.370 -0.138 -0.004 0.005
H 2.888 3.630 -3.853 0.028 0.100 -0.043
H 2.074 3.550 -5.416 0.055 0.072 0.051
H 3.188 1.165 -3.864 0.092 -0.148 0.058
H 3.817 1.844 -5.359 0.110 -0.050 -0.025
H 2.250 1.042 -5.352 -0.063 -0.142 -0.039
O 0.882 0.936 0.470 0.985 -1.742 -0.555
S -0.261 1.549 1.190 -0.376 2.021 1.317
C 0.103 3.331 1.088 -0.236 -0.368 -0.230
C -0.964 4.210 1.003 0.010 -0.235 -0.018
C -0.716 5.564 0.866 -0.026 0.170 0.064
C 0.590 6.027 0.832 -0.116 0.087 -0.047
C 1.649 5.138 0.917 0.002 -0.005 0.029
C 1.407 3.782 1.036 0.100 -0.089 0.007
C 0.145 1.449 2.944 -0.264 -0.223 -0.125
C 1.425 1.139 3.358 0.142 0.016 -0.110
C 1.687 1.047 4.716 -0.012 0.086 -0.038
C 0.664 1.224 5.633 -0.040 0.068 0.033
C -0.618 1.525 5.204 -0.001 0.127 0.059
C -0.878 1.656 3.851 -0.006 0.059 -0.088
H -1.973 3.824 1.043 -0.144 0.020 -0.049
H -1.536 6.262 0.785 -0.077 0.031 0.017
H 0.782 7.084 0.731 0.017 0.092 -0.008
H 2.659 5.513 0.898 0.190 -0.005 -0.029
H 2.214 3.068 1.084 0.174 -0.096 0.002
H 2.190 0.958 2.615 0.110 -0.052 -0.036
H 2.679 0.809 5.070 0.073 -0.054 -0.064
H 0.865 1.124 6.689 0.021 -0.058 0.063
H -1.413 1.656 5.923 -0.078 0.036 0.058
H -1.856 1.936 3.488 -0.241 -0.070 0.032
O 0.639 -3.905 0.224 -1.246 1.887 -0.014
N 1.875 -4.257 0.309 1.847 -0.705 0.181
C 2.705 -4.097 -0.744 -0.089 0.069 -0.060
C 4.044 -4.385 -0.638 0.136 -0.150 0.229
C 4.558 -4.865 0.559 -0.343 0.155 -0.002
C 3.681 -5.050 1.618 0.302 -0.074 -0.201
C 2.349 -4.753 1.469 -0.122 0.086 0.153
H 2.257 -3.671 -1.630 -0.034 -0.029 0.106
H 4.686 -4.196 -1.480 0.046 0.048 -0.151
H 5.611 -5.057 0.672 0.127 -0.023 0.000
H 4.037 -5.398 2.574 -0.035 -0.060 0.120
H 1.631 -4.837 2.272 -0.104 0.072 -0.122
C -4.202 0.374 1.786 -0.096 -0.065 -0.070
C -4.087 -1.005 2.434 0.110 0.072 -0.286
C -2.663 -1.365 2.810 0.350 -0.311 -0.284
S -1.508 -1.708 1.408 -2.168 -1.177 0.598
O -1.639 -0.538 0.484 0.115 0.555 -0.960
C -2.421 -3.073 0.537 0.302 0.206 0.232
C -3.323 -2.556 -0.574 -0.098 0.078 -0.115
C -3.004 -3.177 -1.932 -0.065 0.006 0.203
H -5.177 0.488 1.318 -0.129 0.111 0.010
H -3.436 0.507 1.027 -0.071 0.049 -0.019
H -4.086 1.158 2.530 0.008 0.141 0.110
H -4.477 -1.763 1.755 -0.151 -0.075 0.008
H -4.702 -1.034 3.338 0.044 -0.107 -0.036
H -2.608 -2.271 3.407 0.094 -0.060 0.161
H -2.169 -0.568 3.362 0.143 -0.037 0.086
H -2.934 -3.646 1.303 -0.081 -0.124 0.076
H -1.604 -3.674 0.138 -0.060 -0.063 0.037
H -3.178 -1.472 -0.635 -0.159 -0.025 -0.010
H -4.373 -2.731 -0.329 0.004 0.060 0.044
H -1.946 -3.061 -2.165 0.018 0.009 -0.060
H -3.596 -2.701 -2.715 -0.023 -0.017 -0.100
H -3.239 -4.240 -1.931 0.010 -0.109 -0.067
```
Forces are in eV/Å.



Which value of energy relative to the best compared isomer or geometry (same formula, charge and spin) does entry 3 give? 63.4 kcal/mol



Among the records above, which one has the highest energy relative to the best compared isomer or geometry (same formula, charge and spin)? C34H50N12O3RuS3



What is the formula in the third record? C34H50N12O3RuS3



Among the records above, which one has the lowest energy relative to the best compared isomer or geometry (same formula, charge and spin)? C34H50AsBr4CrGe2N2O2Si